This record from the OMol25 dataset describes a 2-piece molecular cluster, C3H5F2NS overall at a distorted geometry. The level of theory is the ωB97M-V functional and the def2-TZVPD basis.

Geometry as XYZ:
```
12
C3H5F2NS | the OMol25 dataset | the ωB97M-V functional and the def2-TZVPD basis
C -0.823 0.333 -0.022
C 1.946 0.470 0.179
C -1.977 -0.577 -0.312
N 1.058 -0.541 0.066
F -2.136 -1.591 0.624
F -3.163 0.126 -0.411
S -0.906 1.915 -0.031
H 1.876 0.897 -0.847
H 1.637 1.294 0.796
H 2.924 0.058 0.427
H -1.659 -1.138 -1.249
H 1.222 -1.246 0.781
```

Calculated values
calculated total energy = -20948.4026 eV
relative energy (zero: lowest compared OMol25 entry of this formula, charge and spin) = 3.693 eV
maximum force = 5.578 eV Å⁻¹
Kohn-Sham gap (alpha / beta) = 7.90 / 7.90 eV
charge = 0

=====

This record from the OMol25 dataset describes C6H13AuO3 as an isolated structure at a distorted geometry. The level of theory is the ωB97M-V functional and the def2-TZVPD basis.

Geometry as XYZ:
```
23
C6H13AuO3 | the OMol25 dataset | the ωB97M-V functional and the def2-TZVPD basis
O 1.685 1.164 0.510
C 1.812 -1.322 0.164
C 0.607 -1.749 -0.390
O -0.432 -2.008 0.442
C -1.731 -1.611 0.032
C -2.009 -0.205 0.514
O -1.223 0.770 -0.191
C -1.716 2.107 -0.016
H 1.879 -1.308 1.258
H 2.708 -1.425 -0.454
H 0.551 -2.225 -1.377
H -2.443 -2.286 0.523
H -1.866 -1.722 -1.054
H -1.759 -0.120 1.581
H -3.067 0.041 0.354
H -1.090 2.798 -0.592
H -2.768 2.139 -0.325
H -1.638 2.418 1.034
Au 0.613 0.581 -0.661
C 2.885 1.830 0.718
H 2.781 2.556 1.545
H 3.637 1.072 1.001
H 3.339 2.381 -0.125
```

Calculated values
calculated total energy = -16240.8246 eV
relative energy (zero: lowest compared OMol25 entry of this formula, charge and spin) = 0.699 eV
maximum force = 11.108 eV Å⁻¹
spin multiplicity = 3
Kohn-Sham gap (alpha / beta) = 9.37 / 6.87 eV
charge = +2

=====

This record from the OMol25 dataset describes a 2-piece molecular cluster, C4H14N2O2 overall at a distorted geometry. The level of theory is the ωB97M-V functional and the def2-TZVPD basis.

Geometry as XYZ:
```
22
C4H14N2O2 | the OMol25 dataset | the ωB97M-V functional and the def2-TZVPD basis
C -2.193 0.552 0.678
N -1.025 0.292 -0.140
O -0.691 1.479 -0.850
C -1.215 -0.805 -1.101
N -1.088 -2.110 -0.509
H -3.075 0.793 0.072
H -2.405 -0.331 1.281
H -1.976 1.395 1.331
H 0.262 1.614 -0.609
H -0.437 -0.689 -1.859
H -2.194 -0.734 -1.595
H -1.833 -2.296 0.152
H -0.203 -2.206 -0.026
C 1.431 0.413 1.448
O 1.798 1.133 0.161
C 2.516 0.330 -0.740
H 0.978 1.188 2.057
H 0.828 -0.493 1.356
H 2.396 0.108 1.860
H 2.778 0.954 -1.592
H 1.914 -0.522 -1.089
H 3.437 -0.066 -0.286
```

Calculated values
calculated total energy = -11447.6111 eV
relative energy (zero: lowest compared OMol25 entry of this formula, charge and spin) = 3.079 eV
SMILES = CN(O)CN.COC
maximum force = 2.438 eV Å⁻¹
Kohn-Sham gap = 9.46 eV
charge = 0

=====

This record from the OMol25 dataset describes one molecule with the formula C30H43N5O3 at a distorted geometry. The level of theory is the ωB97M-V functional and the def2-TZVPD basis.

Geometry as XYZ:
```
81
C30H43N5O3 | the OMol25 dataset | the ωB97M-V functional and the def2-TZVPD basis
C -0.612 -5.911 1.913
C 0.679 -5.710 1.120
C 0.454 -6.041 -0.357
C 1.814 -6.561 1.690
O 1.048 -4.313 1.110
C 1.332 -3.677 2.263
O 1.288 -4.171 3.368
N 1.729 -2.396 2.037
C 1.531 -1.730 0.769
C 0.192 -0.992 0.777
C 0.160 0.004 1.945
C -1.118 0.774 1.987
C -1.294 2.133 1.755
C -0.211 3.107 1.514
O 0.793 3.124 2.211
N -0.407 4.000 0.510
C -1.319 3.821 -0.594
C -0.538 3.358 -1.830
N 0.465 4.351 -2.157
C 1.088 4.226 -3.468
C 1.683 2.846 -3.789
C 2.411 2.893 -5.130
C 1.460 3.325 -6.242
C 0.839 4.681 -5.918
C 0.112 4.629 -4.577
C 1.402 4.480 -1.057
C 0.647 4.940 0.192
C -2.679 2.342 1.901
N -3.295 1.215 2.178
N -2.353 0.268 2.217
C -2.738 -1.072 2.473
C -2.795 -1.540 3.779
C -3.164 -2.852 4.020
C -3.489 -3.688 2.966
C -3.461 -3.210 1.667
C -3.089 -1.901 1.416
C 0.452 -0.723 3.265
C 1.774 -1.482 3.160
H -1.394 -5.264 1.521
H -0.934 -6.946 1.834
H -0.449 -5.668 2.959
H 0.162 -7.081 -0.465
H 1.367 -5.868 -0.921
H -0.329 -5.407 -0.765
H 2.733 -6.375 1.138
H 1.976 -6.315 2.735
H 1.559 -7.614 1.608
H 1.564 -2.467 -0.032
H 2.352 -1.018 0.634
H -0.607 -1.726 0.890
H 0.049 -0.466 -0.170
H 0.955 0.744 1.794
H -2.083 3.088 -0.341
H -1.795 4.782 -0.810
H -1.227 3.248 -2.667
H -0.090 2.372 -1.605
H 1.907 4.956 -3.473
H 2.378 2.547 -3.001
H 0.884 2.104 -3.839
H 2.827 1.909 -5.359
H 3.241 3.600 -5.067
H 1.998 3.379 -7.190
H 0.667 2.581 -6.349
H 0.139 4.967 -6.706
H 1.624 5.439 -5.877
H -0.701 3.904 -4.644
H -0.320 5.601 -4.336
H 2.157 5.224 -1.317
H 1.911 3.528 -0.827
H 1.321 4.994 1.048
H 0.195 5.918 0.008
H -3.228 3.260 1.840
H -2.549 -0.876 4.594
H -3.198 -3.221 5.034
H -3.771 -4.713 3.158
H -3.732 -3.856 0.844
H -3.073 -1.515 0.407
H -0.337 -1.444 3.483
H 0.503 0.001 4.078
H 1.954 -2.068 4.063
H 2.605 -0.788 3.006
```

Calculated values
calculated total energy = -45402.9469 eV
relative energy (zero: lowest compared OMol25 entry of this formula, charge and spin) = 0.065 eV
SMILES = CC(C)(C)OC(=O)N1CCC(c2c(C(=O)N3CCN(C4CCCCC4)CC3)cnn2-c2ccccc2)CC1
maximum force = 1.004 eV Å⁻¹
Kohn-Sham gap = 9.04 eV
charge = 0

=====

This record from the OMol25 dataset describes C29H48BrNOP2Zr as an isolated structure at a distorted geometry. The level of theory is the ωB97M-V functional and the def2-TZVPD basis.

Geometry as XYZ:
```
83
C29H48BrNOP2Zr | the OMol25 dataset | the ωB97M-V functional and the def2-TZVPD basis
N -1.913 -1.144 -6.333
C -1.972 -2.226 -5.564
C -1.394 -2.277 -4.281
C -0.815 -1.100 -3.762
C -0.644 -0.007 -4.642
C -1.269 -0.065 -5.898
C -0.707 -0.920 -2.288
Zr -0.036 -0.387 -0.238
P -0.383 0.944 1.846
C -1.323 0.330 -1.791
C -2.576 0.289 -1.024
C -3.070 1.509 -0.507
C -4.240 1.517 0.232
C -4.945 0.308 0.424
C -4.526 -0.876 -0.181
C -3.335 -0.902 -0.893
Br -6.515 0.291 1.354
H -0.899 -1.890 -1.733
H -1.097 1.278 -2.300
H -1.458 -3.197 -3.691
H -0.098 0.888 -4.363
H -2.518 -3.087 -5.967
H -1.254 0.807 -6.556
H -2.511 2.423 -0.724
H -2.994 -1.832 -1.378
H -4.618 2.454 0.630
H -5.152 -1.765 -0.150
P 2.330 0.725 -0.677
C -1.915 0.771 2.855
C -2.234 1.810 3.928
H -1.874 -0.226 3.319
H -2.738 0.746 2.118
H -3.126 1.469 4.476
H -1.444 1.925 4.679
H -2.480 2.791 3.500
C -0.285 2.747 1.480
C -0.045 3.744 2.618
H -1.221 3.006 0.961
H 0.531 2.874 0.747
H 0.025 4.744 2.155
H -0.877 3.787 3.328
H 0.903 3.552 3.142
C 0.962 0.576 3.061
C 0.797 0.905 4.552
H 1.885 1.037 2.687
H 1.092 -0.521 2.984
H 1.678 0.490 5.077
H 0.801 1.983 4.763
H -0.085 0.415 4.987
C 3.710 0.094 0.373
C 5.143 0.134 -0.169
H 3.443 -0.944 0.623
H 3.658 0.667 1.313
H 5.317 -0.604 -0.960
H 5.436 1.123 -0.541
H 5.833 -0.116 0.647
C 2.713 2.537 -0.796
C 1.660 3.339 -1.565
H 3.706 2.628 -1.268
H 2.817 2.915 0.235
H 1.697 3.128 -2.644
H 0.639 3.134 -1.208
H 1.837 4.417 -1.429
C 2.790 0.133 -2.356
C 2.806 -1.384 -2.514
H 3.766 0.581 -2.588
H 2.061 0.587 -3.043
H 2.527 -1.641 -3.545
H 3.801 -1.803 -2.308
H 2.084 -1.905 -1.863
C -0.568 -4.403 1.771
C 0.959 -4.325 1.797
C 1.351 -2.980 1.195
O 0.105 -2.318 0.792
C -1.083 -3.144 1.059
H -0.900 -5.296 1.242
H -0.968 -4.443 2.787
H 1.405 -5.130 1.210
H 1.345 -4.412 2.813
H 1.844 -2.327 1.921
H 1.966 -3.062 0.294
H -1.552 -3.355 0.092
H -1.765 -2.539 1.669
```

Calculated values
calculated total energy = -124245.6511 eV
relative energy (zero: lowest compared OMol25 entry of this formula, charge and spin) = 0.000 eV
maximum force = 4.569 eV Å⁻¹
Kohn-Sham gap (alpha / beta) = 4.29 / 4.30 eV
charge = +4

=====

This record from the OMol25 dataset describes one molecule with the formula C5H15N3 at a distorted geometry. The level of theory is the ωB97M-V functional and the def2-TZVPD basis.

Geometry as XYZ:
```
23
C5H15N3 | the OMol25 dataset | the ωB97M-V functional and the def2-TZVPD basis
C -2.972 0.436 2.293
N -2.079 0.212 1.039
C -0.994 -0.806 1.154
C -0.221 -0.904 -0.153
N 1.192 -0.869 0.278
C 2.103 0.025 -0.491
C 1.938 0.038 -2.116
N 1.850 1.360 -2.638
H -2.484 0.795 3.094
H -3.912 1.030 2.216
H -3.637 -0.434 2.380
H -1.728 1.129 0.631
H -1.508 -1.741 1.372
H -0.217 -0.492 1.981
H -0.493 -1.892 -0.533
H -0.622 0.051 -0.677
H 1.522 -1.870 0.278
H 1.937 0.994 0.079
H 3.146 -0.290 -0.334
H 0.929 -0.474 -2.461
H 2.876 -0.337 -2.544
H 2.403 2.122 -2.177
H 0.969 1.918 -2.672
```

Calculated values
calculated total energy = -9895.2452 eV
relative energy (zero: lowest compared OMol25 entry of this formula, charge and spin) = 3.906 eV
SMILES = CNCCNCCN
maximum force = 5.421 eV Å⁻¹
Kohn-Sham gap = 9.26 eV
charge = 0